15
Properties=species:S:1:pos:R:3:forces:R:3 method="wB97M-V/def2-TZVPD" e_above_lowest_kcal_mol=68.6 e_lumo_ev="-3.85 / -4.04" charge=+1 spin_multiplicity=1 mol_weight_g_mol=110.6 orbital_gap_ev="8.800 / 8.359"
C 0.29136 -1.61007 -0.69628 -0.339 -1.616 -0.571
C -0.67545 -0.53463 -0.41133 2.442 0.952 1.405
C 0.16644 0.64146 1.66022 -3.599 -1.304 -0.648
N -0.56011 0.68812 -1.16107 2.225 0.517 -0.126
O 0.35582 1.82995 0.98672 -0.153 -0.941 0.719
Cl 1.42488 -0.15559 2.44785 0.348 0.188 -0.319
H 1.05308 -1.80154 0.11921 -0.807 0.179 -0.853
H 0.81529 -1.43335 -1.66762 -0.146 -0.073 0.765
H -0.33129 -2.55071 -0.87514 1.116 0.890 0.418
H -1.57081 -0.64233 0.09873 -1.589 -0.482 0.429
H -0.86124 0.49268 2.16198 1.951 0.755 -0.819
H 0.07163 1.34691 -0.50514 -0.987 -0.431 -1.040
H -1.47495 1.15723 -1.19222 0.508 -0.010 -0.924
H 0.01940 0.52538 -2.07241 -1.927 0.682 1.590
H 1.27594 2.04649 1.10651 0.958 0.695 -0.026